# 1
Formula: C24H36N4O3SeV
Source: OMol25
Level of theory: ωB97M-V/def2-TZVPD

The total charge is +1. As for the multiplicity: 3. Its HOMO-LUMO gap (alpha / beta) is 6.7 / 7.0 eV. Its HOMO energy (alpha / beta) is -11.063 / -11.384 eV. As for the maximum force: 6.600 eV/A. Its relative energy (zero: lowest compared OMol25 entry of this formula, charge and spin) is 50.2 kcal/mol.

```
69
Properties=species:S:1:pos:R:3:lowdin_charge:R:1
V 0.5842 -0.6865 1.5368 0.89
Se -0.3088 1.2835 3.7165 1.28
N -0.5693 -0.3415 3.0074 -0.34
C -1.3998 -1.0334 3.8122 -0.30
C -1.8588 -2.3437 3.6195 0.00
C -2.6810 -2.9025 4.5647 -0.03
C -3.0480 -2.2006 5.7310 -0.05
C -2.6091 -0.9265 5.9611 0.00
C -1.7884 -0.3065 4.9963 -0.36
N -1.2978 0.9253 5.1023 -0.20
H -1.5453 -2.8861 2.7372 0.09
H -3.0554 -3.9042 4.4189 0.12
H -3.6752 -2.6915 6.4586 0.12
H -2.8566 -0.3769 6.8550 0.13
C 3.0811 0.5442 3.9640 -0.04
C 3.1155 0.5252 2.4253 -0.67
C 4.1133 -0.5524 1.9557 -0.01
C 3.5054 1.9062 1.8757 0.00
O 1.8514 0.1742 1.9819 -0.36
H 4.0882 0.5691 4.3697 0.10
H 2.5721 -0.3589 4.3140 0.09
H 2.5392 1.4211 4.3236 0.05
H 5.1057 -0.3487 2.3491 0.10
H 4.1769 -0.5870 0.8660 0.08
H 3.7820 -1.5302 2.3189 0.09
H 4.5225 2.1507 2.1686 0.10
H 2.8347 2.6672 2.2750 0.09
H 3.4324 1.9204 0.7903 0.08
C -1.4652 -3.5097 -0.2686 -0.01
C -0.0176 -3.1081 0.0451 -0.66
C 0.7847 -2.9104 -1.2540 -0.01
C 0.6691 -4.1657 0.9311 -0.01
O 0.0076 -1.9178 0.7382 -0.28
H -1.4781 -4.3712 -0.9290 0.10
H -1.9808 -2.6818 -0.7524 0.09
H -1.9984 -3.7629 0.6465 0.07
H 0.8732 -3.8512 -1.7888 0.09
H 1.7803 -2.5321 -1.0095 0.09
H 0.2839 -2.1892 -1.8984 0.08
H 0.9062 -5.0531 0.3547 0.09
H 0.0218 -4.4569 1.7581 0.08
H 1.5935 -3.7390 1.3382 0.09
C -2.7078 3.1534 -2.3709 -0.07
C -2.7387 1.9931 -3.3676 -0.21
N -1.7592 2.1338 -4.4230 -0.05
C -2.2354 2.6417 -5.7113 -0.19
C -1.9351 4.1213 -5.9233 -0.06
C -0.4314 1.8886 -4.3679 -0.39
O 0.2578 2.0779 -5.3591 0.05
C 0.3032 1.3796 -3.1335 -0.05
C 1.6838 1.2877 -3.3492 0.02
C 2.5250 0.8189 -2.3628 -0.02
C 1.9653 0.4354 -1.1592 -0.16
N 0.6619 0.5283 -0.9180 0.05
C -0.1464 0.9899 -1.8697 -0.08
H -3.3669 2.9393 -1.5334 0.08
H -3.0560 4.0674 -2.8448 0.07
H -1.6991 3.3219 -2.0004 0.07
H -3.7252 1.9628 -3.8390 0.12
H -2.5981 1.0310 -2.8663 0.10
H -3.3097 2.4671 -5.7720 0.12
H -1.7426 2.0669 -6.4991 0.12
H -2.3653 4.7258 -5.1295 0.07
H -2.3550 4.4397 -6.8736 0.08
H -0.8628 4.2878 -5.9550 0.07
H 2.0664 1.5771 -4.3160 0.12
H 3.5877 0.7423 -2.5252 0.12
H 2.5771 0.0351 -0.3608 0.08
H -1.1847 1.0249 -1.5761 0.10
```

# 2
Formula: C24H36NO21
Source: OMol25
Level of theory: ωB97M-V/def2-TZVPD

The total charge is -1. As for the multiplicity: 1. Its HOMO-LUMO gap is 9.0 eV. Its HOMO energy is -6.847 eV. As for the maximum force: 10.941 eV/A. Its relative energy (zero: lowest compared OMol25 entry of this formula, charge and spin) is 35.0 kcal/mol.

```
82
Properties=species:S:1:pos:R:3:lowdin_charge:R:1
N -0.3793 -0.6879 1.6741 -0.54
O -1.1914 -1.5538 1.4233 -0.04
O 0.6926 -0.6274 0.9507 -0.11
O -0.7268 0.4226 2.3266 -0.11
C 3.0168 2.9782 -1.2402 -0.02
C 1.5672 2.7747 -0.8966 -0.27
C 1.0765 3.6522 0.2306 -0.13
O 0.8177 4.8502 -0.3749 0.10
C 0.4953 4.6026 -1.6244 -0.57
O -0.0299 5.4655 -2.4087 0.06
O 0.9146 3.4413 -2.0299 0.09
H 3.6572 2.7282 -0.2871 0.14
H 3.0981 4.0319 -1.5770 0.11
H 3.1829 2.4693 -2.0860 0.02
H 1.3986 1.6007 -0.8511 0.17
H 1.8189 3.5933 1.0860 0.16
H 0.1489 3.3176 0.5225 0.10
C 1.5699 -4.0612 0.5590 0.02
C 2.3927 -4.1505 1.9127 -0.26
C 1.9528 -3.3263 3.1364 -0.08
O 1.7579 -4.3050 4.1307 0.12
C 2.1434 -5.4636 3.7237 -0.62
O 2.2177 -6.4542 4.4669 0.10
O 2.2219 -5.4554 2.4245 0.07
H 1.6784 -3.1362 0.0725 0.03
H 0.4664 -4.0681 0.8266 0.12
H 1.9676 -4.8830 0.0084 0.07
H 3.5268 -4.1768 1.8955 0.17
H 1.0985 -2.8264 2.7979 0.09
H 2.6789 -2.5517 3.3377 0.14
C -0.9952 2.0266 5.1654 -0.01
C -0.6317 3.2105 4.1930 -0.22
C -0.6915 4.6669 4.8524 -0.08
O 0.4218 5.3290 4.3299 0.10
C 1.2757 4.4504 3.8492 -0.64
O 2.3609 4.6676 3.5002 0.18
O 0.7854 3.1866 3.8679 0.06
H -2.0381 1.9656 5.4645 0.09
H -0.1185 1.8538 5.8092 0.10
H -0.8738 1.0953 4.7821 0.01
H -1.1072 3.2497 3.2058 0.14
H -0.6095 4.5354 5.8673 0.10
H -1.5997 5.1609 4.7785 0.11
C -3.6559 -2.5280 -2.5964 -0.01
C -2.2296 -2.2634 -2.8762 -0.30
C -1.2400 -2.4480 -1.7384 -0.06
O -0.3015 -3.4757 -2.1143 0.12
C -0.6629 -3.8859 -3.2450 -0.64
O -0.0396 -4.8215 -3.7859 0.08
O -1.6410 -3.2038 -3.8308 0.10
H -4.5238 -2.5285 -3.5413 0.19
H -3.8815 -1.9477 -1.9291 -0.03
H -3.7034 -3.5102 -2.3206 0.06
H -2.3741 -1.3322 -3.5214 0.16
H -1.7717 -2.6859 -0.8014 0.13
H -0.8551 -1.4466 -1.3490 0.13
C 3.6602 -1.7302 -4.3124 0.02
C 2.2564 -1.7425 -3.5392 -0.31
C 2.2657 -0.7980 -2.2917 -0.07
O 1.1028 -0.0509 -2.4749 0.04
C 0.6594 -0.1844 -3.6923 -0.58
O -0.1755 0.4910 -4.2107 0.17
O 1.3501 -1.1520 -4.3290 0.10
H 4.3696 -2.2145 -3.7969 0.03
H 3.8020 -0.6590 -4.6571 0.12
H 3.6437 -2.3962 -5.0900 0.04
H 1.9767 -2.7719 -3.2360 0.15
H 3.0835 -0.0508 -2.0952 0.15
H 2.0509 -1.5161 -1.5001 0.11
C -2.1226 1.1293 -1.3108 -0.01
C -3.2825 0.8520 -0.5131 -0.37
C -3.4552 1.4548 0.8384 -0.12
O -4.7542 1.9034 0.8503 0.11
C -5.2319 2.0402 -0.3260 -0.55
O -6.3389 2.5114 -0.6692 0.09
O -4.4759 1.2839 -1.1661 0.09
H -1.9884 2.1719 -1.6220 0.12
H -2.2494 0.4374 -2.2501 0.12
H -1.2446 0.9271 -0.9131 0.02
H -3.3619 -0.2718 -0.3601 0.16
H -2.6645 2.2879 1.0288 0.17
H -3.4045 0.5263 1.4929 0.16
```

# 3
Formula: C24H36NO5P2PdS
Source: OMol25
Level of theory: ωB97M-V/def2-TZVPD

The total charge is +1. As for the multiplicity: 5. Its HOMO-LUMO gap (alpha / beta) is 6.6 / 4.4 eV. Its HOMO energy (alpha / beta) is -9.058 / -10.781 eV. As for the maximum force: 3.466 eV/A.

```
70
Properties=species:S:1:pos:R:3:lowdin_charge:R:1
C -1.8301 -3.2474 2.1984 0.00
C -1.0350 -2.4966 1.2967 -0.33
N -1.0346 -1.1154 1.4190 0.02
C -1.3952 -0.5636 2.5757 -0.31
C -1.9695 -1.3118 3.5991 0.00
C -2.2429 -2.6739 3.3924 -0.02
C -0.2273 -3.1211 0.3255 -0.16
P 0.8250 -2.0660 -0.6648 0.82
Pd 0.1034 0.1128 -0.0257 0.59
P -0.9137 1.7856 1.2229 0.80
C -1.0907 0.9096 2.8168 -0.24
C 0.8375 1.1478 -1.7393 -0.22
C 2.1473 0.9049 -2.0741 -0.09
C 2.7430 1.5969 -3.1381 -0.02
C 2.0016 2.5462 -3.8505 0.00
C 0.6689 2.7880 -3.5058 -0.02
C 0.0738 2.0774 -2.4440 -0.08
O -3.1131 -3.4581 -1.8946 -0.06
O -1.6712 -1.0372 -3.7694 -0.09
H -2.0533 -4.2859 1.9344 0.13
H -2.1920 -0.8170 4.5408 0.13
H -2.7513 -3.2511 4.1595 0.12
C 2.3442 -2.4814 0.2208 -0.24
C 1.0701 -2.5086 -2.3953 -0.23
H -1.8779 1.3985 3.4127 0.11
H -0.1159 1.0071 3.3305 0.10
H -2.2914 -3.4413 -1.3620 0.01
H -0.4387 -4.1422 0.0724 0.09
C 0.0445 3.2576 1.5203 -0.22
C -2.5936 2.3054 0.8095 -0.25
H 2.7397 0.1650 -1.5273 0.09
H 3.7886 1.3954 -3.3639 0.12
H 2.4743 3.1020 -4.6639 0.13
H 0.0881 3.5359 -4.0522 0.12
H -0.9699 2.2372 -2.1787 0.09
H -1.0690 0.3559 -1.0755 0.00
H -2.2227 -0.2038 -3.6943 0.07
H -2.0677 -1.6248 -3.1080 0.00
H -3.8207 -3.1431 -1.2881 0.06
H -1.6624 0.5541 -0.5220 0.07
H 2.4667 -3.5591 0.0714 0.06
H 3.2198 -1.9137 -0.0956 0.04
H 2.1592 -2.2913 1.2804 0.05
H 1.1550 -3.6011 -2.4541 0.06
H 0.2438 -2.1548 -3.0242 0.02
H 1.9973 -2.0497 -2.7652 0.06
H -2.9467 2.9796 1.5998 0.06
H -2.5744 2.8431 -0.1465 0.05
H -3.2601 1.4376 0.7421 0.05
H -0.6288 4.0484 1.8728 0.06
H 0.8153 3.0484 2.2713 0.06
H 0.5461 3.5559 0.5931 0.05
C 4.9380 3.8948 6.2742 -0.05
C 4.4916 3.1268 5.0574 -0.27
C 4.9141 3.5395 3.7813 -0.03
C 4.4966 2.8513 2.6387 -0.05
C 3.6502 1.7468 2.7622 -0.28
C 3.2578 1.2945 4.0199 -0.06
C 3.6606 1.9951 5.1660 -0.03
S 3.0184 1.0134 1.2578 0.47
O 2.7106 2.1879 0.4444 -0.34
O 4.0025 0.1012 0.7335 -0.31
O 1.7792 0.3239 1.7799 -0.44
H 6.0293 3.8872 6.3997 0.09
H 4.6394 4.9496 6.2109 0.09
H 4.4877 3.4592 7.1708 0.07
H 5.5720 4.3945 3.6778 0.12
H 4.8161 3.1598 1.6451 0.12
H 2.6431 0.3948 4.0952 0.11
H 3.3472 1.6719 6.1534 0.11
```

Copy entry 3 word for word.
Formula: C24H36NO5P2PdS
Source: OMol25
Level of theory: ωB97M-V/def2-TZVPD

The total charge is +1. As for the multiplicity: 5. Its HOMO-LUMO gap (alpha / beta) is 6.6 / 4.4 eV. Its HOMO energy (alpha / beta) is -9.058 / -10.781 eV. As for the maximum force: 3.466 eV/A.

```
70
Properties=species:S:1:pos:R:3:lowdin_charge:R:1
C -1.8301 -3.2474 2.1984 0.00
C -1.0350 -2.4966 1.2967 -0.33
N -1.0346 -1.1154 1.4190 0.02
C -1.3952 -0.5636 2.5757 -0.31
C -1.9695 -1.3118 3.5991 0.00
C -2.2429 -2.6739 3.3924 -0.02
C -0.2273 -3.1211 0.3255 -0.16
P 0.8250 -2.0660 -0.6648 0.82
Pd 0.1034 0.1128 -0.0257 0.59
P -0.9137 1.7856 1.2229 0.80
C -1.0907 0.9096 2.8168 -0.24
C 0.8375 1.1478 -1.7393 -0.22
C 2.1473 0.9049 -2.0741 -0.09
C 2.7430 1.5969 -3.1381 -0.02
C 2.0016 2.5462 -3.8505 0.00
C 0.6689 2.7880 -3.5058 -0.02
C 0.0738 2.0774 -2.4440 -0.08
O -3.1131 -3.4581 -1.8946 -0.06
O -1.6712 -1.0372 -3.7694 -0.09
H -2.0533 -4.2859 1.9344 0.13
H -2.1920 -0.8170 4.5408 0.13
H -2.7513 -3.2511 4.1595 0.12
C 2.3442 -2.4814 0.2208 -0.24
C 1.0701 -2.5086 -2.3953 -0.23
H -1.8779 1.3985 3.4127 0.11
H -0.1159 1.0071 3.3305 0.10
H -2.2914 -3.4413 -1.3620 0.01
H -0.4387 -4.1422 0.0724 0.09
C 0.0445 3.2576 1.5203 -0.22
C -2.5936 2.3054 0.8095 -0.25
H 2.7397 0.1650 -1.5273 0.09
H 3.7886 1.3954 -3.3639 0.12
H 2.4743 3.1020 -4.6639 0.13
H 0.0881 3.5359 -4.0522 0.12
H -0.9699 2.2372 -2.1787 0.09
H -1.0690 0.3559 -1.0755 0.00
H -2.2227 -0.2038 -3.6943 0.07
H -2.0677 -1.6248 -3.1080 0.00
H -3.8207 -3.1431 -1.2881 0.06
H -1.6624 0.5541 -0.5220 0.07
H 2.4667 -3.5591 0.0714 0.06
H 3.2198 -1.9137 -0.0956 0.04
H 2.1592 -2.2913 1.2804 0.05
H 1.1550 -3.6011 -2.4541 0.06
H 0.2438 -2.1548 -3.0242 0.02
H 1.9973 -2.0497 -2.7652 0.06
H -2.9467 2.9796 1.5998 0.06
H -2.5744 2.8431 -0.1465 0.05
H -3.2601 1.4376 0.7421 0.05
H -0.6288 4.0484 1.8728 0.06
H 0.8153 3.0484 2.2713 0.06
H 0.5461 3.5559 0.5931 0.05
C 4.9380 3.8948 6.2742 -0.05
C 4.4916 3.1268 5.0574 -0.27
C 4.9141 3.5395 3.7813 -0.03
C 4.4966 2.8513 2.6387 -0.05
C 3.6502 1.7468 2.7622 -0.28
C 3.2578 1.2945 4.0199 -0.06
C 3.6606 1.9951 5.1660 -0.03
S 3.0184 1.0134 1.2578 0.47
O 2.7106 2.1879 0.4444 -0.34
O 4.0025 0.1012 0.7335 -0.31
O 1.7792 0.3239 1.7799 -0.44
H 6.0293 3.8872 6.3997 0.09
H 4.6394 4.9496 6.2109 0.09
H 4.4877 3.4592 7.1708 0.07
H 5.5720 4.3945 3.6778 0.12
H 4.8161 3.1598 1.6451 0.12
H 2.6431 0.3948 4.0952 0.11
H 3.3472 1.6719 6.1534 0.11
```